Entry 1:
Computed, not measured: a 2-piece molecular cluster, C6H14NO overall at a distorted geometry, with the ωB97M-V functional and the def2-TZVPD basis.

Atoms and positions in Å:
C 0.867 -0.634 -3.447
C 1.300 -0.352 -2.036
C 1.016 0.817 -1.436
N 1.320 1.018 -0.007
H 0.389 0.246 -3.900
H 1.742 -0.904 -4.058
H 0.200 -1.472 -3.455
H 1.843 -1.139 -1.460
H 0.456 1.651 -1.866
H 1.794 0.218 0.387
H 1.862 1.868 0.199
H 0.387 1.088 0.496
C -1.562 1.124 1.393
C -1.171 0.103 2.197
O -0.584 0.374 3.412
C -1.361 -1.363 1.912
H -2.124 0.869 0.483
H -1.560 2.162 1.758
H -0.609 -0.439 3.955
H -1.813 -1.513 0.875
H -0.379 -1.890 1.963
H -2.014 -1.832 2.636

The relative energy (zero: lowest compared OMol25 entry of this formula, charge and spin) comes out at 118.97 kJ/mol. As for the lowest unoccupied orbital energy: -3.14 eV. Its net charge is +1.

***

Entry 2:
Computed, not measured: C32H76Cl4F3N5O21P3V as an isolated structure at a distorted geometry, with the ωB97M-V functional and the def2-TZVPD basis.

Atoms and positions in Å:
O -25.131 21.269 -14.271
V -25.319 19.706 -14.188
O -26.047 19.120 -15.457
C -22.359 18.833 -13.246
O -22.405 20.174 -12.806
O -23.443 18.686 -14.076
C -20.963 18.406 -13.784
F -20.163 18.220 -12.728
F -21.092 17.261 -14.461
F -20.417 19.319 -14.578
C -21.798 20.527 -11.555
C -22.264 21.964 -11.333
H -21.834 22.454 -10.460
H -21.946 22.504 -12.227
H -23.350 22.044 -11.329
H -20.717 20.398 -11.611
H -22.217 19.940 -10.730
H -22.527 18.194 -12.363
C -20.825 19.993 -8.160
C -20.745 19.169 -6.872
O -20.365 18.010 -7.012
N -21.084 19.794 -5.738
C -21.178 19.247 -4.406
H -21.580 19.571 -8.825
H -19.902 19.946 -8.733
H -21.122 21.005 -7.879
H -21.242 20.783 -5.858
H -21.511 18.223 -4.582
H -21.948 19.796 -3.865
H -20.261 19.297 -3.818
C -16.530 15.517 -13.213
C -17.817 14.813 -12.805
O -17.917 13.608 -13.011
N -18.774 15.548 -12.214
C -20.029 14.966 -11.746
H -16.368 16.374 -12.560
H -16.692 15.798 -14.255
H -15.679 14.845 -13.193
H -18.675 16.532 -12.017
H -20.126 14.973 -10.665
H -20.127 13.978 -12.191
H -20.825 15.523 -12.251
C -23.485 15.448 -10.751
C -23.797 14.706 -12.007
O -24.492 13.706 -12.026
N -23.150 15.197 -13.102
C -23.117 14.718 -14.469
H -23.740 14.895 -9.846
H -24.025 16.384 -10.612
H -22.391 15.444 -10.714
H -22.573 16.008 -12.966
H -24.099 14.379 -14.806
H -22.435 13.888 -14.652
H -22.924 15.556 -15.137
C -17.938 20.523 -11.473
C -17.798 19.446 -10.442
O -17.430 18.319 -10.780
N -18.001 19.701 -9.126
C -17.854 21.036 -8.527
H -16.989 20.982 -11.745
H -18.704 21.229 -11.146
H -18.268 20.014 -12.374
H -17.959 18.929 -8.482
H -17.372 21.749 -9.187
H -17.342 21.078 -7.565
H -18.865 21.343 -8.240
C -20.547 22.548 -14.865
C -19.798 23.857 -15.008
O -20.373 24.830 -15.471
N -18.523 23.815 -14.580
C -17.555 24.919 -14.642
H -20.438 22.183 -13.842
H -20.150 21.816 -15.568
H -21.599 22.677 -15.097
H -18.202 23.011 -14.072
H -16.942 24.805 -15.533
H -17.006 24.833 -13.705
H -18.066 25.879 -14.640
C -18.515 12.519 -18.776
O -17.983 13.852 -18.830
P -17.376 14.475 -17.464
O -16.714 15.757 -17.712
O -16.465 13.315 -16.906
C -15.623 13.407 -15.770
O -18.678 14.381 -16.465
C -19.645 15.444 -16.508
H -18.252 11.931 -17.902
H -18.168 12.090 -19.718
H -19.599 12.580 -18.911
H -16.087 13.158 -14.817
H -15.231 14.423 -15.649
H -14.725 12.833 -15.995
H -20.419 15.023 -17.154
H -19.245 16.364 -16.939
H -20.004 15.635 -15.504
C -24.645 24.906 -8.237
O -23.888 24.639 -7.059
P -22.929 23.375 -6.920
O -21.890 23.198 -7.951
O -22.358 23.394 -5.432
C -23.072 24.044 -4.396
O -23.945 22.126 -6.813
C -24.465 21.481 -7.973
H -24.072 24.698 -9.141
H -24.864 25.970 -8.331
H -25.618 24.427 -8.147
H -22.656 25.031 -4.180
H -23.083 23.523 -3.439
H -24.123 24.275 -4.582
H -24.152 21.999 -8.885
H -25.546 21.521 -7.857
H -24.062 20.476 -8.102
C -28.806 26.914 -12.280
O -27.886 25.808 -12.192
P -28.066 24.768 -10.963
O -28.442 25.417 -9.689
O -29.118 23.686 -11.577
C -30.451 24.029 -11.895
O -26.624 24.139 -10.849
C -26.363 22.769 -11.089
H -29.288 26.856 -13.253
H -28.204 27.822 -12.260
H -29.520 27.003 -11.463
H -31.031 23.121 -11.747
H -30.603 24.594 -12.814
H -30.873 24.698 -11.131
H -25.298 22.619 -10.911
H -26.575 22.328 -12.063
H -26.864 22.154 -10.335
Cl -23.842 19.066 -19.549
C -23.285 18.341 -18.065
C -22.220 19.181 -17.394
Cl -22.990 20.738 -16.899
H -22.881 17.337 -18.210
H -24.166 18.239 -17.433
H -21.418 19.430 -18.093
H -21.646 18.742 -16.582
Cl -17.066 18.704 -14.252
C -16.453 19.349 -15.766
C -17.494 19.311 -16.897
Cl -18.149 20.911 -17.308
H -15.621 18.680 -15.982
H -16.005 20.322 -15.577
H -18.301 18.633 -16.633
H -17.059 18.928 -17.817

The relative energy (zero: lowest compared OMol25 entry of this formula, charge and spin) comes out at 0.00 kJ/mol. As for the lowest unoccupied orbital energy: -3.01 eV.

***

Entry 3:
Computed, not measured: a 7-piece molecular cluster, C23H62FNO24P5 overall at a distorted geometry, with the ωB97M-V functional and the def2-TZVPD basis.

Atoms and positions in Å:
C -0.421 1.140 1.291
N 0.114 -0.214 0.934
C 0.105 -1.035 2.197
C -0.796 -0.812 -0.056
C 1.519 -0.160 0.425
C 1.716 0.447 -0.928
O 1.561 1.870 -0.947
H 0.144 1.548 2.129
H -1.471 1.020 1.542
H -0.269 1.811 0.453
H 0.608 -1.967 1.963
H -0.938 -1.172 2.462
H 0.616 -0.470 2.971
H -1.220 -0.075 -0.722
H -1.611 -1.359 0.424
H -0.320 -1.681 -0.508
H 1.814 -1.209 0.348
H 2.146 0.286 1.196
H 0.976 0.098 -1.655
H 2.657 0.188 -1.410
H 1.911 2.241 -0.124
C 4.082 -3.010 -6.725
O 3.113 -2.237 -5.989
P 2.709 -2.734 -4.536
O 1.823 -3.887 -4.490
O 4.077 -2.970 -3.789
C 5.035 -1.891 -3.650
O 2.135 -1.415 -3.869
C 1.223 -0.581 -4.571
H 5.067 -2.557 -6.637
H 3.719 -3.073 -7.745
H 4.161 -4.028 -6.337
H 4.596 -0.930 -3.915
H 5.907 -2.172 -4.229
H 5.275 -1.778 -2.596
H 1.151 -0.794 -5.634
H 1.516 0.469 -4.468
H 0.222 -0.583 -4.127
C -3.011 -4.613 -1.260
O -1.879 -5.223 -0.660
P -1.083 -4.480 0.499
O -1.821 -3.537 1.331
O -0.423 -5.686 1.275
C -1.294 -6.636 1.861
O 0.118 -3.831 -0.290
C 0.846 -4.485 -1.320
H -3.324 -5.225 -2.104
H -2.790 -3.643 -1.726
H -3.835 -4.442 -0.570
H -1.847 -7.219 1.126
H -1.955 -6.183 2.604
H -0.731 -7.366 2.448
H 1.928 -4.494 -1.180
H 0.708 -3.953 -2.264
H 0.537 -5.513 -1.498
C -5.265 4.400 4.597
O -6.077 4.069 3.492
P -5.655 3.048 2.353
O -5.384 1.694 2.845
O -6.861 3.213 1.380
C -7.961 2.277 1.434
O -4.474 3.725 1.583
C -3.094 3.583 1.927
H -4.487 3.650 4.737
H -5.889 4.572 5.473
H -4.781 5.381 4.487
H -8.028 1.838 0.441
H -8.864 2.850 1.625
H -7.817 1.503 2.182
H -2.541 3.294 1.041
H -3.047 2.814 2.703
H -2.703 4.503 2.363
C 5.599 2.367 1.356
O 4.982 2.803 2.553
P 3.461 3.225 2.518
O 2.696 2.623 1.426
O 3.030 2.775 3.971
C 1.673 2.878 4.359
O 3.517 4.787 2.566
C 4.053 5.543 3.646
H 5.421 3.025 0.504
H 5.275 1.358 1.080
H 6.680 2.275 1.458
H 1.556 3.522 5.234
H 1.320 1.902 4.704
H 0.977 3.223 3.592
H 3.643 5.225 4.602
H 3.819 6.594 3.485
H 5.144 5.496 3.655
C -4.669 3.768 -1.554
O -4.553 2.503 -2.209
P -3.502 1.401 -1.770
O -3.110 1.364 -0.354
O -4.083 0.040 -2.285
C -5.437 -0.324 -2.068
O -2.311 1.583 -2.793
C -1.476 2.758 -2.705
H -4.705 4.542 -2.322
H -3.843 4.045 -0.900
H -5.584 3.847 -0.971
H -5.879 0.115 -1.167
H -5.561 -1.398 -2.108
H -6.074 0.137 -2.836
H -1.682 3.398 -3.560
H -0.447 2.412 -2.739
H -1.663 3.304 -1.781
C 5.846 -3.326 1.485
C 4.329 -3.565 1.513
O 3.805 -2.413 0.911
C 4.793 -1.722 0.280
O 4.629 -0.719 -0.329
O 5.988 -2.283 0.517
F 3.826 -3.710 2.755
H 6.445 -4.196 1.251
H 6.117 -2.930 2.469
H 4.086 -4.469 0.950

As for the lowest unoccupied orbital energy: -1.53 eV. Its net charge is +1.

***

Entry 4:
Computed, not measured: C17H29NO6RuS as an isolated structure at a distorted geometry, with the ωB97M-V functional and the def2-TZVPD basis.

Atoms and positions in Å:
Ru 0.599 -0.020 -0.059
C -0.382 -2.741 0.828
C -0.258 -3.194 -0.606
O 0.322 -2.114 -1.342
C 1.609 -2.465 -1.895
C 2.127 -1.251 -2.556
O 2.335 -0.264 -1.518
C 2.842 0.973 -2.034
C 1.659 1.762 -2.482
O 0.721 1.807 -1.373
C 0.522 3.149 -0.870
C -0.205 3.011 0.424
O 0.436 1.995 1.200
C 1.734 2.395 1.697
C 2.192 1.276 2.548
O 2.225 0.135 1.675
C 2.506 -1.092 2.352
C 1.199 -1.803 2.441
O 0.741 -1.868 1.063
H -0.340 -3.601 1.495
H -1.295 -2.189 1.032
H -1.230 -3.455 -1.021
H 0.390 -4.065 -0.683
H 1.512 -3.281 -2.612
H 2.274 -2.775 -1.086
H 1.405 -0.874 -3.283
H 3.069 -1.461 -3.062
H 3.536 0.791 -2.854
H 3.382 1.459 -1.224
H 1.149 1.308 -3.329
H 1.952 2.773 -2.763
H -0.077 3.726 -1.575
H 1.489 3.640 -0.759
H -1.221 2.662 0.256
H -0.248 3.955 0.968
H 1.659 3.325 2.261
H 2.422 2.534 0.861
H 1.479 1.095 3.356
H 3.178 1.472 2.970
H 2.941 -0.918 3.336
H 3.218 -1.649 1.746
H 0.460 -1.282 3.052
H 1.337 -2.815 2.821
S -1.736 0.206 -0.945
C -3.318 0.043 -0.292
N -4.295 0.742 -0.960
C -5.584 0.703 -0.633
C -6.001 -0.068 0.448
C -5.061 -0.784 1.158
C -3.713 -0.731 0.787
H -4.012 1.300 -1.760
H -6.258 1.291 -1.242
H -7.051 -0.091 0.707
H -5.367 -1.392 2.001
H -2.968 -1.287 1.334

The relative energy (zero: lowest compared OMol25 entry of this formula, charge and spin) comes out at 126.21 kJ/mol. Its multiplicity is 2. As for the lowest unoccupied orbital energy (spin up / spin down): -12.00 / -10.70 eV. Its net charge is +3. The expectation value of S² is 1.0446.

***

Entry 5:
Computed, not measured: one molecule with the formula C5H10O2, with the ωB97M-V functional and the def2-TZVPD basis.

Atoms and positions in Å:
C 2.131 1.033 -0.315
O 0.801 0.762 0.053
C 0.296 -0.392 -0.561
C -0.127 -1.443 2.149
O -1.124 -1.126 1.388
C -1.088 -0.683 -0.022
C -2.033 0.501 -0.088
H 2.800 0.209 -0.024
H 2.226 1.195 -1.400
H 2.431 1.943 0.211
H 0.210 -0.261 -1.654
H 0.815 -1.330 1.547
H 0.970 -1.248 -0.394
H -1.499 -1.531 -0.581
H -2.201 0.797 -1.130
H -2.990 0.223 0.361
H -1.615 1.350 0.460

The relative energy (zero: lowest compared OMol25 entry of this formula, charge and spin) comes out at 455.63 kJ/mol. As for the lowest unoccupied orbital energy: 0.79 eV.

***

Entry 6:
Computed, not measured: C15H12F5NRhS6 as an isolated structure, with the ωB97M-V functional and the def2-TZVPD basis.

Atoms and positions in Å:
Rh 0.508 -0.755 -0.113
F -2.397 -3.875 5.177
C -1.857 -3.663 3.987
C -1.126 -2.508 3.751
F -0.961 -1.606 4.711
C -0.579 -2.309 2.500
F 0.132 -1.167 2.300
C -0.722 -3.212 1.457
S -0.010 -2.971 -0.135
C -1.462 -4.362 1.725
F -1.641 -5.272 0.772
C -2.023 -4.592 2.970
F -2.724 -5.694 3.193
C -3.086 3.297 -0.238
C -2.622 2.565 -1.504
C -1.862 3.515 -2.439
C -3.811 1.918 -2.227
C -1.702 1.492 -1.094
N -0.991 0.654 -0.766
H -3.779 4.084 -0.532
H -2.248 3.753 0.287
H -3.603 2.622 0.443
H -2.544 4.305 -2.751
H -1.506 2.997 -3.328
H -1.014 3.974 -1.933
H -4.508 2.706 -2.509
H -4.332 1.212 -1.582
H -3.493 1.400 -3.130
C 5.046 2.179 0.652
S 6.001 1.220 -0.536
C 5.055 -0.086 -1.107
C 3.751 -0.523 -0.808
S 2.664 0.195 0.278
S 3.260 -1.962 -1.633
C 4.694 -2.226 -2.588
S 4.882 -3.446 -3.624
S 5.920 -1.029 -2.275
H 5.734 2.978 0.924
H 4.800 1.591 1.531
H 4.156 2.601 0.198

Its multiplicity is 5. As for the lowest unoccupied orbital energy (spin up / spin down): -3.33 / -5.96 eV. Its net charge is +1. The expectation value of S² is 6.0362.

***

Entry 7:
Computed, not measured: C3H4S2 as an isolated structure at a distorted geometry, with the ωB97M-V functional and the def2-TZVPD basis.

Atoms and positions in Å:
C -1.637 1.183 -0.817
C -0.996 0.455 0.203
C 0.290 -0.284 0.581
S -2.619 -0.192 -0.199
S -1.422 2.216 0.611
H -1.314 1.556 -1.846
H 1.162 0.524 0.286
H 0.503 -1.154 0.091
H 0.155 -0.458 1.608

The relative energy (zero: lowest compared OMol25 entry of this formula, charge and spin) comes out at 199.83 kJ/mol. As for the lowest unoccupied orbital energy: 0.46 eV.

***

Entry 8:
Computed, not measured: a 2-piece molecular cluster, C2H3F2I overall, with the ωB97M-V functional and the def2-TZVPD basis.

Atoms and positions in Å:
C -0.219 -0.065 -0.085
C 2.862 1.157 -0.069
F 2.632 1.666 1.144
F 3.204 2.158 -0.878
I 4.212 -0.471 -0.056
H 0.177 -1.054 -0.188
H -0.753 0.227 0.789
H -0.094 0.632 -0.893

The relative energy (zero: lowest compared OMol25 entry of this formula, charge and spin) comes out at 392.49 kJ/mol. As for the lowest unoccupied orbital energy (spin up / spin down): -1.00 / -0.01 eV.